(1)
Entry from OMol25: the ion C14H5Cl5NO4S with charge -1 at a distorted geometry (the ωB97M-V functional and the def2-TZVPD basis).

Properties
**HOMO**: -3.96 eV
**SMILES string**: N#Cc1ccc(S(=O)(=O)[C@H](Cl)Oc2c([O-])c(Cl)c(Cl)c(Cl)c2Cl)cc1
**DFT total energy**: -3591.385308 Ha
**Charge**: -1
**Orbital gap**: 5.38 eV
**ΔE to the lowest compared entry with this formula, charge and spin**: 0.0 kJ/mol
**LUMO level**: 1.42 eV

Cartesian coordinates (Å):
Cl1 5.74 0.48 2.42
C1 4.15 0.02 2.83
C2 3.09 0.38 1.97
Cl2 3.36 1.20 0.49
C3 1.79 -0.02 2.26
O1 0.76 0.26 1.40
C4 1.45 -0.85 3.42
O2 0.32 -1.30 3.60
C5 2.59 -1.17 4.30
Cl3 2.25 -2.13 5.65
C6 3.88 -0.75 4.00
Cl4 5.19 -1.21 5.01
N1 -4.54 2.42 -5.69
C7 -3.94 1.92 -4.82
C8 -3.21 1.29 -3.74
C9 -2.89 2.01 -2.58
C10 -2.23 1.38 -1.52
C11 -1.86 0.04 -1.64
S1 -1.16 -0.87 -0.19
C12 0.75 -0.51 0.21
Cl5 1.65 -2.02 0.27
O3 -1.87 -0.33 0.94
O4 -1.31 -2.26 -0.57
C13 -2.14 -0.67 -2.80
C14 -2.82 -0.05 -3.85
H1 -3.18 3.06 -2.50
H2 -2.01 1.93 -0.61
H3 1.09 0.11 -0.63
H4 -1.84 -1.71 -2.89
H5 -3.05 -0.61 -4.76

Electronic structure analysis, natural (NBO) charges in units of e: number 1, Cl, carries -0.0005; number 2, C, carries -0.2049; number 3, C, carries -0.0935; number 4, Cl, carries -0.0052; number 5, C, carries 0.1564; number 6, O, carries -0.5002; number 7, C, carries 0.3786; number 8, O, carries -0.6699; number 9, C, carries -0.2055; number 10, Cl, carries 0.0171; number 11, C, carries -0.0630; number 12, Cl, carries 0.0158; number 13, N, carries -0.3143; number 14, C, carries 0.2849; number 15, C, carries -0.1794; number 16, C, carries -0.1702; number 17, C, carries -0.1344; number 18, C, carries -0.2861; number 19, S, carries 2.0488; number 20, C, carries -0.0871; number 21, Cl, carries 0.0325; number 22, O, carries -0.8969; number 23, O, carries -0.9332; number 24, C, carries -0.1810; number 25, C, carries -0.1659; number 26, H, carries 0.2281; number 27, H, carries 0.2433; number 28, H, carries 0.2009; number 29, H, carries 0.2556; number 30, H, carries 0.2290

***

(2)
Entry from OMol25: a structure of composition C14H6AuN3O2S2 (the ωB97M-V functional and the def2-TZVPD basis).

Properties
**HOMO**: -0.84 eV
**DFT total energy**: -1784.030817 Ha
**Charge**: -2
**Orbital gap**: 5.30 eV
**LUMO level**: 4.45 eV

Cartesian coordinates (Å):
Au1 0.14 0.64 0.09
O1 3.82 -0.88 2.16
C1 2.76 -0.43 1.70
O2 2.48 -0.04 0.55
C2 1.61 -0.35 2.72
C3 1.91 -0.40 4.11
C4 0.91 -0.32 5.02
C5 -0.43 -0.22 4.57
C6 -1.54 -0.14 5.45
C7 -2.81 -0.03 4.95
C8 -3.02 0.02 3.54
C9 -1.97 -0.06 2.68
C10 -0.65 -0.19 3.18
N1 0.38 -0.26 2.29
H1 2.95 -0.50 4.39
H2 1.11 -0.33 6.09
H3 -1.37 -0.16 6.52
H4 -3.65 0.04 5.62
H5 -4.02 0.13 3.15
H6 -2.09 0.01 1.61
S1 -1.33 0.82 -1.91
C11 -1.98 2.29 -1.27
S2 -1.34 2.87 0.22
C12 -3.06 2.93 -1.91
C13 -3.67 4.12 -1.41
N2 -4.21 5.08 -1.05
C14 -3.63 2.41 -3.11
N3 -4.12 2.02 -4.09

Electronic structure analysis, natural (NBO) charges in units of e: number 1, Au, carries 0.6196; number 2, O, carries -0.7522; number 3, C, carries 0.7259; number 4, O, carries -0.7357; number 5, C, carries 0.1462; number 6, C, carries -0.2381; number 7, C, carries -0.1799; number 8, C, carries -0.0317; number 9, C, carries -0.2280; number 10, C, carries -0.2225; number 11, C, carries -0.2235; number 12, C, carries -0.1639; number 13, C, carries 0.1275; number 14, N, carries -0.4573; number 15, H, carries 0.2420; number 16, H, carries 0.1911; number 17, H, carries 0.1930; number 18, H, carries 0.1966; number 19, H, carries 0.2116; number 20, H, carries 0.2573; number 21, S, carries -0.3364; number 22, C, carries -0.2064; number 23, S, carries -0.3760; number 24, C, carries -0.5402; number 25, C, carries 0.3512; number 26, N, carries -0.4583; number 27, C, carries 0.3460; number 28, N, carries -0.4580

***

(3)
Entry from OMol25: a cluster of 2 separate species, C14H6F7O4S in total at a distorted geometry (the ωB97M-V functional and the def2-TZVPD basis).

Properties
**HOMO**: -3.39 eV
**DFT total energy**: -1935.259838 Ha
**Charge**: -1
**Orbital gap**: 3.91 eV
**LUMO level**: 0.51 eV

Cartesian coordinates (Å):
F1 -2.78 1.18 2.55
C1 -1.65 0.53 2.27
C2 -1.61 -0.80 2.02
F2 -2.70 -1.57 2.22
C3 -0.36 -1.52 1.83
O1 -0.31 -2.71 1.47
C4 0.84 -0.75 2.14
F3 2.00 -1.44 2.21
C5 0.81 0.58 2.34
F4 1.93 1.28 2.61
C6 -0.43 1.35 2.28
O2 -0.46 2.58 2.30
F5 -4.55 1.69 -2.13
C7 -3.57 0.78 -2.31
F6 -3.67 0.26 -3.55
F7 -2.37 1.41 -2.20
S1 -3.71 -0.54 -0.98
C8 -2.25 -1.45 -1.18
C9 -2.17 -2.85 -1.02
C10 -1.15 -3.58 -1.71
C11 -0.95 -4.93 -1.45
C12 -1.73 -5.59 -0.49
C13 -2.78 -4.90 0.15
C14 -3.04 -3.58 -0.15
O3 -3.64 0.25 0.22
O4 -4.89 -1.31 -1.30
H1 -1.46 -0.90 -1.70
H2 -0.54 -3.02 -2.42
H3 -0.16 -5.46 -1.98
H4 -1.54 -6.63 -0.25
H5 -3.39 -5.41 0.90
H6 -3.89 -3.06 0.31

Electronic structure analysis, natural (NBO) charges in units of e: number 1, F, carries -0.2805; number 2, C, carries 0.3054; number 3, C, carries 0.3096; number 4, F, carries -0.2842; number 5, C, carries 0.3717; number 6, O, carries -0.4354; number 7, C, carries 0.2850; number 8, F, carries -0.2884; number 9, C, carries 0.2693; number 10, F, carries -0.2905; number 11, C, carries 0.3804; number 12, O, carries -0.4860; number 13, F, carries -0.3236; number 14, C, carries 0.7243; number 15, F, carries -0.3245; number 16, F, carries -0.3308; number 17, S, carries 2.0962; number 18, C, carries -0.8340; number 19, C, carries -0.0259; number 20, C, carries -0.2419; number 21, C, carries -0.2128; number 22, C, carries -0.2879; number 23, C, carries -0.2228; number 24, C, carries -0.1821; number 25, O, carries -0.9669; number 26, O, carries -0.9391; number 27, H, carries 0.2316; number 28, H, carries 0.1943; number 29, H, carries 0.1953; number 30, H, carries 0.1928; number 31, H, carries 0.1969; number 32, H, carries 0.2043